The following is a quantum chemistry calculation of C33H63I2N10S as an isolated structure at a distorted geometry, from OMol25.

Each line ends with the Löwdin charge.
Atoms and positions in Å:
C  1.51691  0.75031  -2.17947  -0.161
C  0.58751  1.89837  -2.54988  -0.505
S  -1.07131  1.62817  -1.85980  0.875
C  -1.74635  3.28853  -2.09983  -0.451
N  -3.16417  3.17353  -1.67616  0.035
C  -4.04987  2.83696  -2.64251  -0.439
N  -4.60703  1.59062  -2.66927  0.039
C  -6.03888  1.35726  -2.50687  -0.771
I  -6.85554  2.53003  -0.90591  0.884
C  -6.85062  1.41141  -3.82056  -0.799
C  -6.03453  0.98895  -5.05453  -0.164
I  -7.86212  3.25911  -4.23557  0.862
N  -4.37837  3.68992  -3.57862  0.133
C  -3.99619  5.10482  -3.65117  -0.132
C  -4.39306  5.92957  -2.41047  -0.267
N  -4.61674  7.33689  -2.68935  0.007
H  2.50707  0.98465  -2.57965  0.089
H  1.61308  0.65974  -1.09780  0.045
H  1.21014  -0.19654  -2.61929  0.025
H  0.47571  2.01453  -3.62850  0.051
H  0.96633  2.82878  -2.11862  0.081
H  -1.69373  3.57024  -3.15247  0.082
H  -1.22655  4.04480  -1.51070  0.096
H  -3.22634  2.50181  -0.91504  0.112
H  -4.08894  1.00256  -2.02416  0.113
H  -6.13065  0.33713  -2.14020  0.068
H  -7.67614  0.71508  -3.68652  0.068
H  -5.78580  1.84806  -5.68116  0.044
H  -5.10278  0.48942  -4.78695  0.065
H  -6.61182  0.31761  -5.69062  0.088
H  -4.96840  3.33390  -4.31972  0.085
H  -4.51394  5.50758  -4.52259  0.126
H  -2.92671  5.19422  -3.85717  0.116
H  -5.28633  5.49742  -1.95281  0.097
H  -3.58999  5.87723  -1.67355  0.107
H  -5.40278  7.47156  -3.31540  0.074
H  -3.80932  7.76064  -3.13376  0.076
C  2.12365  -2.67173  0.24195  -0.119
C  1.34031  -3.87945  -0.25607  -0.246
C  0.77983  -3.66914  -1.67032  -0.172
C  -0.11626  -2.51773  -1.72233  -0.203
N  -0.75799  -1.56527  -1.75940  0.165
H  1.47845  -1.79218  0.31222  0.062
H  2.54595  -2.85411  1.22732  0.051
H  2.95262  -2.43478  -0.42746  0.083
H  0.51933  -4.09980  0.42920  0.111
H  1.98246  -4.76042  -0.27507  0.113
H  0.23268  -4.54609  -2.01974  0.121
H  1.59093  -3.48062  -2.37767  0.117
C  3.02715  1.22224  1.29786  -0.114
C  3.11052  1.01501  2.80599  -0.275
C  4.43919  0.39560  3.25229  -0.187
C  4.65575  -0.91646  2.64492  -0.225
N  4.82859  -1.94284  2.15921  0.153
H  3.09469  0.27549  0.75754  0.051
H  2.07800  1.69123  1.03162  0.064
H  3.83204  1.86948  0.94273  0.081
H  2.29248  0.37047  3.13360  0.108
H  2.98664  1.96387  3.32415  0.075
H  4.45467  0.27577  4.33626  0.097
H  5.27917  1.03694  2.97845  0.124
C  -0.38690  1.06225  -6.24832  -0.112
C  -0.52476  -0.21363  -7.06918  -0.249
C  -0.45899  -1.47796  -6.20567  -0.179
C  0.80986  -1.58846  -5.48793  -0.225
N  1.80185  -1.66422  -4.91419  0.164
H  0.58424  1.10233  -5.75204  0.064
H  -0.47061  1.94313  -6.88510  0.075
H  -1.16550  1.11913  -5.48106  0.065
H  0.25975  -0.25196  -7.82604  0.116
H  -1.47819  -0.21512  -7.59950  0.109
H  -0.58063  -2.37340  -6.81623  0.124
H  -1.26027  -1.47381  -5.46266  0.105
C  2.56328  -1.29750  7.73626  -0.101
C  3.71117  -0.40958  8.19980  -0.266
C  3.35086  1.08107  8.20388  -0.178
C  3.00865  1.54544  6.86155  -0.208
N  2.75280  1.91650  5.80562  0.175
H  2.27964  -1.07008  6.70727  0.068
H  2.85376  -2.34713  7.77296  0.073
H  1.68066  -1.17060  8.36669  0.077
H  4.57867  -0.56409  7.55955  0.066
H  4.00748  -0.69322  9.21195  0.106
H  4.19158  1.68001  8.55690  0.120
H  2.50176  1.27926  8.86107  0.122
C  -3.50442  -1.98870  -2.83997  -0.123
C  -4.94605  -2.35094  -3.18888  -0.259
C  -5.13509  -3.86010  -3.37745  -0.181
C  -4.29100  -4.35346  -4.46461  -0.239
N  -3.61623  -4.73994  -5.30886  0.154
H  -2.82323  -2.27946  -3.64043  0.058
H  -3.37988  -0.91626  -2.69155  0.034
H  -3.17660  -2.48368  -1.92622  0.070
H  -5.24608  -1.84002  -4.10744  0.096
H  -5.61877  -2.01528  -2.39463  0.100
H  -6.17231  -4.10083  -3.61338  0.121
H  -4.86954  -4.39661  -2.46489  0.125
C  6.80817  -4.47457  9.15520  -0.108
C  7.96089  -3.57363  9.57842  -0.258
C  7.58650  -2.08638  9.56312  -0.187
C  7.19269  -1.63687  8.22919  -0.232
N  6.87843  -1.28628  7.18195  0.155
H  6.50206  -4.26815  8.12859  0.071
H  7.09954  -5.52277  9.20930  0.074
H  5.94083  -4.33437  9.80369  0.076
H  8.81769  -3.73245  8.92179  0.113
H  8.28232  -3.83017  10.58880  0.109
H  8.42517  -1.47015  9.88977  0.119
H  6.75209  -1.89763  10.24231  0.117

Forces on atoms 1 to 2 (eV/Å):
0.31 0.20 -0.30
-0.02 -0.04 0.20

LUMO level ... -0.115 Eh
Net charge ... +1
E_tot ... -2836.08972 a.u.
2S+1 ... 1